Computed, not measured: C26H36ClIO2P3W as an isolated structure in a non-equilibrium geometry, with ωB97M-V with the def2-TZVPD basis set.

Charge: +3
Relative energy (zero: lowest compared OMol25 entry of this formula, charge and spin), kJ/mol: 0.00
2S+1: 3
Kohn-Sham gap (alpha / beta), eV: 3.85 / 4.60

Atoms and positions in Å:
C1 -2.69 -7.22 -5.16
C2 -2.91 -6.08 -4.19
H1 -3.65 -7.73 -5.32
H2 -1.97 -7.94 -4.75
H3 -2.32 -6.83 -6.12
O1 -3.93 -5.73 -3.64
I1 -1.10 -4.95 -3.73
W1 0.23 -1.09 -0.95
P1 -0.52 0.26 -2.93
C3 -1.60 1.69 -2.68
C4 1.09 0.94 -3.48
H4 0.91 1.53 -4.41
H5 -1.30 -0.09 -5.16
H6 1.79 0.12 -3.68
H7 -0.56 -1.61 -4.46
H8 -1.15 2.32 -1.89
H9 1.50 1.60 -2.69
C5 -1.21 -0.74 -4.27
H10 -1.75 2.29 -3.60
H11 -2.20 -1.09 -3.94
H12 -2.56 1.31 -2.30
P2 0.45 -2.79 0.86
C6 -0.29 -2.46 2.48
C7 -0.02 -4.46 0.35
H13 2.77 -2.98 0.16
H14 2.52 -3.53 1.87
H15 2.56 -1.76 1.48
C8 2.26 -2.76 1.12
H16 0.42 -4.70 -0.64
H17 0.32 -5.17 1.13
H18 -0.01 -3.22 3.23
H19 -1.38 -2.43 2.34
H20 -1.12 -4.48 0.26
H21 0.04 -1.46 2.81
Cl1 1.25 -2.61 -2.45
O2 0.46 0.49 0.31
P3 0.59 1.72 1.22
C9 -0.69 2.77 0.62
C10 -0.42 4.14 0.63
C11 -1.45 5.05 0.38
C12 -2.74 4.59 0.15
C13 -3.03 3.22 0.16
C14 -2.00 2.31 0.39
C15 0.01 1.12 2.76
C16 0.77 1.43 3.89
C17 0.25 1.19 5.15
C18 -1.02 0.64 5.30
C19 -1.79 0.32 4.17
C20 -1.27 0.56 2.90
C21 2.27 2.27 1.18
C22 3.27 1.58 1.90
C23 4.59 2.05 1.93
C24 4.94 3.16 1.17
C25 4.01 3.77 0.33
C26 2.69 3.30 0.30
H22 0.59 4.46 0.87
H23 -1.21 6.11 0.39
H24 -3.54 5.30 -0.05
H25 -4.04 2.86 -0.02
H26 -2.23 1.24 0.40
H27 1.73 1.91 3.74
H28 0.85 1.46 6.02
H29 -1.42 0.44 6.28
H30 -2.78 -0.11 4.27
H31 -1.86 0.32 2.01
H32 3.00 0.69 2.46
H33 5.31 1.55 2.58
H34 5.96 3.56 1.24
H35 4.28 4.64 -0.27
H36 1.97 3.73 -0.40

***

Computed, not measured: C26H36INOP3Tl as an isolated structure in a non-equilibrium geometry, with ωB97M-V with the def2-TZVPD basis set.

Charge: +2
Kohn-Sham gap (alpha / beta), eV: 4.15 / 4.14

Atoms and positions in Å:
C1 0.24 -0.03 -4.25
I1 -1.54 -0.22 -2.94
H1 1.12 0.07 -3.61
H2 0.09 0.86 -4.89
H3 0.29 -0.93 -4.88
Tl1 0.68 0.03 -0.77
P1 0.40 2.76 -0.30
C2 -1.37 3.17 -0.50
C3 0.91 3.69 1.18
H4 0.53 4.73 1.14
H5 1.10 4.71 -1.62
H6 2.01 3.70 1.25
H7 2.30 3.39 -1.65
H8 -1.92 2.72 0.34
H9 0.51 3.17 2.07
C4 1.22 3.62 -1.69
H10 -1.50 4.26 -0.47
H11 0.83 3.25 -2.64
H12 -1.75 2.76 -1.44
P2 0.27 -2.69 0.12
C5 -1.42 -3.36 0.00
C6 1.22 -3.72 -1.05
H13 1.66 -2.79 2.10
H14 1.03 -4.41 1.67
H15 -0.02 -3.20 2.48
C7 0.78 -3.34 1.74
H16 2.29 -3.48 -0.98
H17 1.09 -4.79 -0.82
H18 -1.37 -4.43 -0.25
H19 -1.97 -2.83 -0.80
H20 0.89 -3.52 -2.08
H21 -1.96 -3.23 0.95
C8 -3.26 0.05 -0.23
O1 -4.25 0.18 0.33
N1 -0.05 0.64 1.77
P3 0.11 0.18 3.28
C9 -1.24 -0.94 3.83
C10 -1.46 -1.35 5.15
C11 -2.37 -2.39 5.41
C12 -3.17 -2.88 4.38
C13 -3.11 -2.30 3.11
C14 -2.16 -1.32 2.84
C15 1.69 -0.65 3.66
C16 2.81 -0.19 2.93
C17 4.09 -0.69 3.19
C18 4.25 -1.72 4.12
C19 3.14 -2.26 4.77
C20 1.86 -1.71 4.56
C21 -0.03 1.48 4.56
C22 0.71 1.49 5.75
C23 0.42 2.46 6.73
C24 -0.59 3.40 6.53
C25 -1.30 3.41 5.32
C26 -1.01 2.45 4.33
H22 -0.93 -0.88 5.98
H23 -2.44 -2.82 6.41
H24 -3.86 -3.71 4.56
H25 -3.80 -2.61 2.33
H26 -2.09 -0.84 1.87
H27 2.64 0.56 2.15
H28 4.94 -0.28 2.66
H29 5.25 -2.11 4.32
H30 3.27 -3.11 5.44
H31 1.02 -2.14 5.11
H32 1.52 0.77 5.90
H33 1.00 2.47 7.65
H34 -0.81 4.14 7.30
H35 -2.06 4.17 5.15
H36 -1.57 2.45 3.39

***

Computed, not measured: C26H36MoNOSi as an isolated structure in a non-equilibrium geometry, with ωB97M-V with the def2-TZVPD basis set.

Charge: +1
2S+1: 3
Kohn-Sham gap (alpha / beta), eV: 6.12 / 8.29

Atoms and positions in Å:
C1 2.09 0.12 0.96
C2 2.27 -0.51 -0.30
C3 1.97 0.44 -1.33
H1 2.63 -1.52 -0.47
C4 1.64 1.68 -0.70
C5 1.74 1.50 0.72
H2 1.44 2.62 -1.21
C6 -1.41 -1.99 1.21
C7 -0.05 -2.14 0.79
C8 -0.02 -2.04 -0.65
H3 0.78 -2.50 1.40
C9 -1.36 -1.62 -1.08
C10 -2.19 -1.68 0.08
H4 2.06 0.27 -2.40
H5 1.58 2.26 1.47
H6 2.27 -0.33 1.94
H7 -3.28 -1.56 0.06
H8 0.77 -2.37 -1.32
H9 -1.79 -2.17 2.21
Mo1 0.03 0.15 -0.10
C11 -1.81 -1.53 -2.53
C12 -3.31 -1.21 -2.59
C13 -1.57 -2.90 -3.20
H10 -3.89 -2.06 -2.21
H11 -3.60 -1.05 -3.63
H12 -3.57 -0.33 -2.00
H13 -2.13 -3.68 -2.69
H14 -0.50 -3.17 -3.17
H15 -1.90 -2.87 -4.24
C14 -0.99 -0.47 -3.32
C15 -1.11 0.96 -2.88
H16 -1.30 -0.48 -4.38
H17 0.09 -0.74 -3.30
O1 -0.88 1.26 -1.66
N1 -1.46 1.93 -3.80
C16 -0.43 2.90 -4.23
H18 -2.33 2.38 -3.53
C17 0.83 2.18 -4.60
C18 2.07 2.70 -4.24
H19 2.10 3.65 -3.71
C19 3.25 2.01 -4.56
H20 4.22 2.44 -4.31
C20 3.17 0.77 -5.21
H21 4.08 0.21 -5.43
C21 1.93 0.25 -5.59
H22 1.85 -0.72 -6.09
C22 0.77 0.99 -5.34
H23 -0.20 0.66 -5.74
H24 -0.22 3.62 -3.42
H25 -0.81 3.47 -5.09
C23 -2.81 0.64 3.71
Si1 -1.20 1.33 3.02
C24 -0.91 3.12 3.52
C25 0.18 0.26 3.73
C26 -1.27 1.32 1.15
H26 -2.72 0.38 4.77
H27 -3.12 -0.26 3.16
H28 -3.62 1.38 3.62
H29 -0.90 3.23 4.61
H30 0.05 3.48 3.13
H31 -1.70 3.76 3.11
H32 0.20 -0.76 3.31
H33 1.17 0.71 3.57
H34 0.04 0.16 4.81
H35 -2.27 0.96 0.83
H36 -1.19 2.33 0.72

***

Computed, not measured: one molecule with the formula C26H36N2O2 in a non-equilibrium geometry, with ωB97M-V with the def2-TZVPD basis set.

Relative energy (zero: lowest compared OMol25 entry of this formula, charge and spin), kJ/mol: 2013.14
Kohn-Sham gap, eV: 7.90

Atoms and positions in Å:
C1 -5.88 -1.19 2.73
C2 -6.20 -0.63 1.19
C3 -7.37 -1.27 0.62
C4 -4.94 -0.37 0.46
C5 -3.96 0.77 1.12
N1 -2.90 0.92 0.08
C6 -2.94 1.82 -0.78
C7 -2.15 1.74 -2.00
C8 -2.87 0.95 -3.07
C9 -2.64 -0.53 -2.73
C10 -1.82 1.02 -4.29
C11 -1.49 0.82 0.73
C12 -0.57 -0.18 0.36
O1 -1.35 -1.41 0.66
C13 0.61 -0.33 1.52
N2 2.04 -0.10 0.72
C14 2.61 1.02 0.87
C15 1.99 2.20 0.98
C16 2.65 3.47 1.22
C17 4.11 3.49 0.78
C18 4.65 2.24 0.57
C19 4.00 1.16 0.16
C20 4.78 -0.22 0.01
O2 5.92 -0.47 -0.19
C21 3.86 -1.25 -0.16
C22 4.29 -2.62 -0.55
C23 3.63 -3.74 -0.76
C24 2.26 -3.54 -0.54
C25 1.66 -2.53 -0.09
C26 2.50 -1.32 0.26
H1 -5.09 -0.64 3.27
H2 -6.69 -1.24 3.19
H3 -5.45 -2.20 2.42
H4 -6.55 0.48 1.62
H5 -8.31 -1.39 1.33
H6 -7.59 -0.64 -0.47
H7 -7.04 -2.17 0.21
H8 -4.71 -1.34 0.39
H9 -5.25 -0.01 -0.46
H10 -4.31 1.50 1.53
H11 -3.45 0.06 1.91
H12 -2.83 2.86 0.00
H13 -4.08 1.72 -1.15
H14 -1.08 1.44 -1.75
H15 -2.20 2.94 -2.57
H16 -3.76 1.22 -3.31
H17 -3.24 -0.69 -1.84
H18 -2.84 -1.17 -3.57
H19 -1.57 -0.93 -2.36
H20 -2.26 0.52 -4.98
H21 -2.04 2.05 -4.83
H22 -0.97 0.87 -4.18
H23 -1.62 1.11 1.97
H24 -1.15 2.01 0.47
H25 -0.23 -0.15 -0.51
H26 -2.11 -1.35 0.20
H27 0.42 -1.17 2.19
H28 0.50 0.45 2.24
H29 1.07 2.18 1.48
H30 2.15 4.43 1.40
H31 4.66 4.34 0.74
H32 5.76 2.15 0.38
H33 5.44 -2.56 -1.09
H34 4.06 -4.41 -1.20
H35 1.59 -4.58 -0.63
H36 0.62 -2.63 0.24

***

Calculated M (u), listed in the same order as above: 819.7 802.8 502.6 408.6